[1]
Entry from the Open Molecules 2025 dataset: one molecule with the formula C6H5NO2 at a distorted geometry (wB97M-V/def2-TZVPD).

The HOMO energy (spin up / spin down) comes out at -8.30 / -8.12 eV. For the frontier orbital gap (spin up / spin down), the calculation gives 7.49 / 7.30 eV. The energy above the lowest of the compared OMol25 structures with the same formula, charge and spin comes out at 495.5 kJ/mol.

The geometry in ORCA input format:
```
! RIJCOSX wB97M-V def2-TZVPD def2/J DEFGRID3
* xyz 0 1
O -1.3896 -0.4064 1.3816
C -0.7153 0.7579 -0.5890
H 1.5531 -0.1574 1.5526
O -0.2171 0.0572 -1.5760
C 0.4923 -1.0296 -1.4119
H 0.5949 -1.6435 -2.2803
C -0.3902 0.4911 0.7749
C -1.2545 1.9827 -0.8990
C 0.9762 -0.2969 0.7173
H -0.7620 -0.6913 2.0458
N -1.3814 3.1388 -0.9599
H -0.4111 1.2739 1.5540
C 1.1255 -1.3183 -0.1374
H 1.7792 -2.1581 -0.1729
*
```

***

[2]
Entry from the Open Molecules 2025 dataset: C23H19N2O7STa as an isolated structure (wB97M-V/def2-TZVPD).

The HOMO energy comes out at -15.06 eV. For the frontier orbital gap, the calculation gives 7.43 eV. The energy above the lowest of the compared OMol25 structures with the same formula, charge and spin comes out at 0.0 kJ/mol.

The geometry in ORCA input format:
```
! RIJCOSX wB97M-V def2-TZVPD def2/J DEFGRID3
* xyz 2 1
C 1.1513 3.3947 0.1172
H 1.7305 4.3355 -1.7240
C -0.5348 -2.5546 0.5201
H -0.5156 4.2909 -2.4029
H 1.3255 5.4734 -0.4410
H -1.0001 5.3223 -1.0625
C 1.0570 4.5195 -0.8904
C -0.5798 -2.2686 1.8930
H -0.7762 -0.5579 -2.8097
C -0.2047 -0.7115 3.5896
C -1.1371 3.5009 0.9162
C 0.3612 3.7101 1.4011
Ta 0.1127 0.4466 0.6877
C -0.9905 -2.8907 4.1749
O -2.3863 2.3069 2.6076
H -0.9989 -0.8711 -5.2547
C -1.3268 -4.5300 2.3173
O 1.5514 0.0617 -0.7541
C -0.9331 3.2246 -0.5721
C -0.9813 -3.2473 2.8110
N -0.1221 -1.4286 -0.2473
H 0.5192 4.7261 1.7536
C -0.1466 -1.2799 -4.7303
H -0.5878 -1.3326 5.5951
C -1.2601 -4.7938 0.9780
O 0.9527 1.4574 2.0368
O -1.6414 1.1135 0.8367
C 0.8222 -2.0016 -5.4257
C -1.8155 2.3122 1.5778
C -0.0219 -1.0964 -3.3683
N -0.1935 -1.0012 2.2844
O 0.9593 3.0325 3.6467
S 1.3055 -1.4346 -1.0364
H 2.1412 2.9737 0.2703
H 2.9032 -2.8060 -2.8714
H -1.6367 -5.2954 3.0163
H -1.7326 2.6698 -1.0511
C 1.0882 -1.6542 -2.7308
H 0.7142 -2.1415 -6.4930
C -0.8607 -3.7971 0.0596
H 0.1211 0.2799 3.8734
O 0.2714 2.3516 -0.4839
H 2.6552 -3.1129 -5.3262
C -0.4241 4.4380 -1.3300
C 1.9161 -2.5504 -4.7733
C 0.7810 2.7746 2.5137
H -0.8219 -4.0177 -0.9998
H -1.5178 -5.7753 0.6063
C 2.0635 -2.3836 -3.4051
O 2.2831 -2.3110 -0.5028
H -1.7413 4.3793 1.1310
H -1.2968 -3.6204 4.9146
C -0.6006 -1.6300 4.5569
*
```

***

[3]
Entry from the Open Molecules 2025 dataset: a 2-piece molecular cluster, C8H9ClN overall (wB97M-V/def2-TZVPD).

The HOMO energy (spin up / spin down) comes out at -12.11 / -14.12 eV. For the frontier orbital gap (spin up / spin down), the calculation gives 7.34 / 8.52 eV. The energy above the lowest of the compared OMol25 structures with the same formula, charge and spin comes out at 150.5 kJ/mol.

The geometry in ORCA input format:
```
! RIJCOSX wB97M-V def2-TZVPD def2/J DEFGRID3
* xyz 1 1
H -1.3862 1.9567 -0.3333
H 2.7961 1.4594 0.9845
H 0.3443 1.6161 0.8194
Cl -2.1797 -1.6090 0.1674
C 2.8686 -0.5659 0.2620
H -0.8693 -0.1043 -2.4528
H 0.0961 -2.2407 -0.7017
H -3.8989 0.3987 0.4775
C -1.9612 1.0875 -0.0554
C 0.8627 0.7220 0.5105
C -1.2885 -0.1704 -0.0868
N 0.1118 -0.2989 0.0359
C 2.0825 -1.6181 -0.2003
H 2.5248 -2.5580 -0.4925
H 3.9392 -0.6674 0.3420
H -3.7316 2.2009 0.1955
C -3.2682 1.2319 0.2169
C 2.2328 0.6174 0.6147
C 0.7247 -1.4580 -0.3035
*
```

***

[4]
Entry from the Open Molecules 2025 dataset: a 2-piece molecular cluster, C2H5NOS overall at a distorted geometry (wB97M-V/def2-TZVPD).

The HOMO energy comes out at -6.83 eV. For the frontier orbital gap, the calculation gives 7.24 eV. The energy above the lowest of the compared OMol25 structures with the same formula, charge and spin comes out at 336.2 kJ/mol.

The geometry in ORCA input format:
```
! RIJCOSX wB97M-V def2-TZVPD def2/J DEFGRID3
* xyz 0 1
H -1.0744 0.0823 -0.8380
N -0.5137 0.2946 -0.0664
S 1.5001 -2.4418 2.9188
H -1.0830 0.3633 0.8074
C 0.7829 -0.4986 0.1141
C 0.4344 -1.3876 2.7445
H 0.5446 -1.6247 -0.0508
O -0.4494 -0.6460 2.7839
H -0.4122 1.2889 -0.0636
H 1.3764 -0.1425 -0.7857
*
```

***

[5]
Entry from the Open Molecules 2025 dataset: one molecule with the formula C6H10N2O3S at a distorted geometry (wB97M-V/def2-TZVPD).

The HOMO energy comes out at -7.63 eV. For the frontier orbital gap, the calculation gives 7.94 eV. The energy above the lowest of the compared OMol25 structures with the same formula, charge and spin comes out at 423.6 kJ/mol.

The geometry in ORCA input format:
```
! RIJCOSX wB97M-V def2-TZVPD def2/J DEFGRID3
* xyz 0 1
H -1.8346 -2.2011 0.7867
C 0.2730 -1.7725 1.1230
O 0.2557 2.5700 -2.1465
H 1.0794 0.5747 1.5514
H 2.5125 2.1296 0.6848
H 0.5036 -1.2939 2.0465
N -0.0588 -0.5676 0.3100
C -1.0260 -0.5743 -0.5534
C 0.0372 1.7131 -1.3130
H -0.9257 -3.3395 1.7835
H -1.5913 -1.5321 -0.7175
H 1.4203 3.3066 -0.0210
S -1.5762 0.8878 -1.2860
C -0.8635 -2.6598 0.9577
C 0.7538 0.4405 0.5295
O -2.5112 1.4018 -0.3084
N 0.8298 1.3634 -0.4500
H -0.5594 -3.3911 0.1713
H 1.1044 -2.1140 0.5942
H 2.4836 2.1767 -1.0612
O -2.2101 0.5246 -2.5294
C 1.9038 2.3572 -0.1523
*
```